No. 1
Computed, not measured: a structure of composition C2H3NO12S3Zn in a non-equilibrium geometry, with ωB97M-V/def2-TZVPD.

## Properties
charge	-4
energy relative to the best compared isomer or geometry (same formula, charge and spin)	0.00	kcal per mole
energy	-109098.4321	eV
maximum force	3.34	eV/Å
HOMO	5.05	eV
molar mass	394.63	g mol⁻¹
gap between HOMO and LUMO	3.11	eV

Each line ends with the natural charge from an NBO analysis.
CARTESIAN COORDINATES (ANGSTROEM)
Zn  0.302  -0.429  -0.111  1.754
S  2.558  0.165  1.295  2.595
O  3.771  -0.258  0.617  -1.059
O  1.597  -0.946  1.424  -1.149
O  2.749  0.860  2.588  -1.121
O  1.743  0.997  0.374  -1.176
S  1.097  -0.715  -2.624  2.599
O  0.007  0.096  -2.043  -1.187
O  1.589  -1.356  -1.396  -1.130
O  0.542  -1.752  -3.490  -1.082
O  2.077  0.138  -3.328  -1.107
S  -1.865  -2.916  -0.416  2.610
O  -2.117  -3.755  0.790  -1.146
O  -3.114  -2.408  -1.032  -1.127
O  -1.036  -1.761  0.003  -1.188
O  -1.145  -3.778  -1.370  -1.089
C  -1.563  3.446  1.541  -0.695
C  -1.215  2.074  1.183  0.279
N  -0.954  0.997  0.903  -0.266
H  -2.371  3.855  0.938  0.221
H  -0.697  4.101  1.595  0.242
H  -1.955  3.345  2.559  0.221



No. 2
Computed, not measured: a structure of composition C21H34AlB3CaCl5F4MgNO19PS2 in a non-equilibrium geometry, with ωB97M-V/def2-TZVPD.

## Properties
charge	+1
energy	-199657.6932	eV
maximum force	3.16	eV/Å
HOMO	-8.66	eV
molar mass	1076.66	g mol⁻¹
gap between HOMO and LUMO	1.15	eV

Each line ends with the Mulliken charge.
CARTESIAN COORDINATES (ANGSTROEM)
C  -6.276  2.182  -3.286  -1.573
C  -6.015  3.211  -2.477  -0.519
C  -4.758  3.465  -1.649  0.008
C  -4.026  4.854  -1.857  1.936
C  -4.446  5.400  -3.251  -2.183
C  -4.552  5.958  -0.868  -1.555
N  -5.852  5.635  -0.295  -0.260
C  -2.483  4.729  -1.699  -0.735
C  -1.698  4.639  -3.047  -1.883
B  -1.083  6.050  -3.512  0.548
O  -1.628  7.272  -3.134  -0.573
O  0.000  6.021  -4.356  -0.511
C  -2.004  3.651  -0.703  1.109
C  -0.451  3.767  -0.421  -1.302
O  0.201  2.543  -0.474  -0.325
C  0.206  1.917  0.811  0.809
C  1.187  2.543  1.813  -1.299
P  -2.813  3.688  1.009  0.259
S  -3.740  1.935  1.485  0.118
O  -2.194  2.305  -1.210  -0.347
S  -3.608  2.112  -2.000  1.379
O  -3.323  1.966  -3.398  -0.633
O  -4.215  0.903  -1.469  -0.690
H  -6.843  2.370  -4.200  0.094
H  -5.942  1.162  -3.151  0.448
H  -6.810  3.992  -2.416  1.207
H  -5.037  3.338  -0.593  0.078
H  -5.490  5.797  -3.221  0.207
H  -4.320  4.668  -4.054  0.495
H  -3.848  6.273  -3.528  0.486
H  -3.818  6.195  -0.095  0.689
H  -4.646  6.890  -1.443  0.294
H  -6.054  6.214  0.507  0.284
H  -6.597  5.688  -0.982  0.088
H  -2.153  5.678  -1.254  0.999
H  -2.286  4.174  -3.838  0.245
H  -0.822  3.986  -2.949  0.484
H  -1.147  7.577  -2.355  0.301
H  0.603  5.322  -4.082  0.340
H  -0.268  4.250  0.547  0.493
H  0.027  4.407  -1.163  0.515
H  -0.803  1.827  1.247  -0.231
H  0.524  0.887  0.639  0.123
H  1.748  3.382  1.396  0.337
H  1.874  1.785  2.207  0.295
H  0.641  2.912  2.689  0.366
H  -1.818  3.869  1.989  0.274
H  -3.744  4.711  1.208  0.276
Mg  -7.150  5.163  -3.757  0.171
O  2.726  -1.213  2.568  -0.674
H  3.024  -2.100  2.373  0.374
C  7.387  -3.562  0.957  -1.572
C  5.995  -3.686  1.556  0.286
C  4.917  -3.526  0.489  -0.486
O  5.806  -2.709  2.566  -0.505
H  7.526  -2.575  0.506  0.389
H  8.143  -3.671  1.733  0.364
H  7.562  -4.321  0.191  0.381
H  5.890  -4.658  2.041  0.319
H  4.972  -2.539  0.019  0.352
H  3.929  -3.611  0.944  -0.200
H  5.019  -4.290  -0.293  0.370
H  5.891  -1.834  2.170  0.361
C  1.261  -2.603  -1.645  0.194
Cl  1.822  -1.448  -2.825  -0.040
Cl  1.942  -2.270  -0.073  0.250
Cl  -0.532  -2.537  -1.540  0.073
Cl  1.771  -4.287  -2.205  -0.284
C  3.095  -4.538  3.675  0.774
O  2.668  -3.698  2.861  -0.568
O  3.166  -4.396  4.911  -0.317
O  3.481  -5.662  3.268  -0.424
Al  -2.344  -0.944  -2.736  0.804
B  5.557  -9.073  5.387  1.073
O  4.181  -8.855  4.876  -0.531
C  3.643  -7.847  5.536  0.609
O  2.540  -7.415  5.345  -0.644
C  4.660  -7.326  6.549  0.639
O  4.490  -6.412  7.303  -0.588
O  5.761  -8.055  6.441  -0.491
O  5.719  -10.437  5.915  -0.498
C  6.690  -11.043  5.233  0.546
O  7.070  -12.162  5.410  -0.577
C  7.223  -10.067  4.190  0.590
O  8.096  -10.278  3.399  -0.603
O  6.545  -8.927  4.301  -0.468
Cl  -5.071  3.154  2.823  -0.127
Ca  1.276  -6.143  -0.408  1.692
B  -5.162  -0.336  -5.855  0.412
F  -4.413  -1.431  -5.330  -0.385
F  -6.071  -0.795  -6.792  -0.324
F  -5.838  0.283  -4.767  -0.291
F  -4.267  0.581  -6.426  -0.393



No. 3
Computed, not measured: the molecule C6H10N2 in a non-equilibrium geometry, with ωB97M-V/def2-TZVPD.

## Properties
energy relative to the best compared isomer or geometry (same formula, charge and spin)	180.94	kcal per mole
SMILES	C1N[C@@H]2[C@@H]3NC[C@@H]1[C@H]23
energy	-9356.5909	eV
maximum force	5.46	eV/Å
HOMO	-8.47	eV
molar mass	110.16	g mol⁻¹
gap between HOMO and LUMO	9.47	eV

Each line ends with the natural charge from an NBO analysis.
CARTESIAN COORDINATES (ANGSTROEM)
C  -1.522  -1.184  -0.021  -0.237
N  -1.883  0.289  -0.590  -0.626
C  -0.804  1.153  -0.043  -0.080
C  0.796  1.255  -0.059  -0.055
N  1.744  0.219  -0.624  -0.690
C  1.750  -1.009  0.201  -0.180
C  0.004  -0.972  0.071  -0.291
C  -0.088  0.369  0.944  -0.284
H  -2.167  -1.320  0.959  0.177
H  -2.090  -1.906  -0.732  0.220
H  -2.770  0.511  -0.019  0.360
H  -1.217  2.051  0.494  0.202
H  1.098  2.318  0.230  0.224
H  2.875  0.554  -0.842  0.392
H  2.193  -1.068  1.227  0.201
H  2.058  -1.872  -0.534  0.212
H  0.199  -0.799  -0.938  0.226
H  -0.021  0.310  2.090  0.230



No. 4
Computed, not measured: a structure of composition C32H38N2O2OsPS2Si, with ωB97M-V/def2-TZVPD.

## Properties
energy relative to the best compared isomer or geometry (same formula, charge and spin)	49.80	kcal per mole
energy	-82179.4422	eV
maximum force	0.72	eV/Å
HOMO (alpha / beta)	-7.88 / -7.84	eV
molar mass	796.09	g mol⁻¹
gap between HOMO and LUMO (alpha / beta)	6.24 / 6.34	eV
2S+1	2

Each line ends with the Mulliken spin population.
CARTESIAN COORDINATES (ANGSTROEM)
Os  -0.376  0.087  0.686  0.221
C  -1.155  -1.068  6.436  0.001
C  -0.674  -0.169  5.319  0.000
O  0.309  -0.824  4.487  0.001
P  -0.252  -1.902  3.401  0.008
S  -1.907  1.101  1.728  0.730
S  1.093  -1.143  1.814  -0.056
O  0.498  -3.268  3.813  0.000
C  1.875  -3.358  4.231  0.000
C  1.984  -3.385  5.739  0.000
H  -1.915  -0.550  7.024  0.000
H  -0.336  -1.344  7.100  0.000
H  -1.604  -1.980  6.039  0.000
H  -0.173  0.716  5.707  -0.002
H  -1.504  0.167  4.692  0.001
H  2.442  -2.526  3.809  0.000
H  2.256  -4.284  3.800  0.000
H  1.728  -2.417  6.165  0.000
H  3.006  -3.635  6.029  0.000
H  1.319  -4.143  6.153  0.000
C  -1.876  -1.369  -0.020  0.104
Si  -1.833  -1.457  -1.860  -0.007
C  0.042  -1.205  -2.101  -0.014
N  0.556  -0.048  -1.302  0.000
C  2.055  -0.142  -1.200  0.005
C  2.765  0.000  -2.540  0.001
C  2.398  1.319  -3.210  0.000
C  0.885  1.432  -3.347  -0.001
C  0.214  1.250  -1.993  0.010
C  -2.262  -3.101  -2.653  0.001
C  -1.488  -4.235  -2.390  0.001
C  -1.809  -5.467  -2.940  0.000
C  -2.919  -5.589  -3.765  0.000
C  -3.704  -4.477  -4.033  0.000
C  -3.375  -3.246  -3.482  -0.001
C  -2.805  -0.088  -2.693  0.009
C  -2.675  0.154  -4.064  0.001
C  -3.348  1.203  -4.672  0.000
C  -4.172  2.026  -3.915  0.000
C  -4.322  1.795  -2.555  0.004
C  -3.642  0.745  -1.951  -0.012
H  -1.439  -2.317  0.318  -0.013
H  -2.847  -1.269  0.459  -0.013
H  0.369  -1.123  -3.136  -0.004
H  0.514  -2.107  -1.697  0.010
H  2.279  -1.100  -0.733  -0.002
H  2.375  0.650  -0.523  0.001
H  2.527  -0.841  -3.197  0.000
H  3.838  -0.055  -2.349  0.000
H  2.885  1.411  -4.182  0.000
H  2.762  2.146  -2.591  0.000
H  0.506  0.714  -4.079  0.000
H  0.597  2.418  -3.719  0.000
H  -0.869  1.299  -2.081  -0.005
H  0.537  2.043  -1.322  -0.003
H  -0.624  -4.168  -1.737  0.000
H  -1.195  -6.333  -2.724  0.000
H  -3.173  -6.550  -4.195  0.000
H  -4.573  -4.568  -4.672  0.000
H  -3.996  -2.385  -3.703  0.000
H  -2.038  -0.485  -4.668  0.000
H  -3.233  1.380  -5.734  0.000
H  -4.699  2.846  -4.386  0.000
H  -4.965  2.436  -1.965  0.000
H  -3.751  0.584  -0.884  -0.002
N  5.234  8.202  2.758  0.000
C  4.605  7.275  2.499  0.000
C  3.823  6.115  2.174  -0.001
C  2.622  6.253  1.479  0.000
C  1.875  5.134  1.165  -0.003
C  2.308  3.856  1.536  -0.008
C  3.514  3.733  2.235  0.000
C  4.265  4.848  2.553  0.000
C  1.533  2.698  1.213  -0.009
C  0.868  1.718  0.953  0.050
H  2.281  7.238  1.191  0.000
H  0.940  5.236  0.632  0.000
H  3.850  2.749  2.530  0.000
H  5.195  4.748  3.096  0.000